Molecular formula: C2H2O2S2
Method: DFT, ωB97M-V/def2-TZVPD

Each line ends with the Löwdin charge.
Positions of all 8 atoms, in Å:
O (0.126, 1.342, -0.767)  0.050
C (0.024, 0.613, 0.212)  -0.650
O (-0.248, 1.102, 1.344)  0.121
C (-0.019, -0.960, 0.148)  -1.143
S (-0.226, -1.997, 1.437)  0.661
S (0.064, -1.611, -1.365)  0.841
H (-0.143, 2.107, 1.186)  0.196
H (0.422, -0.597, -2.195)  -0.077

- energy above the lowest of the compared OMol25 structures with the same formula, charge and spin (kcal/mol) = 13.7
- multiplicity = 1
- LUMO (eV) = -1.247
- SMILES string = O=C(O)C(=S)S
- orbital gap (eV) = 7.91
- M (g/mol) = 122.17



Molecular formula: C2H2O2S2
Method: DFT, ωB97M-V/def2-TZVPD

Each line ends with the Löwdin charge.
Positions of all 8 atoms, in Å:
O (0.199, -1.990, -0.749)  -0.020
C (0.585, -0.797, -0.246)  -0.474
O (1.872, -0.596, 0.381)  -0.050
C (-0.310, 0.402, -0.074)  -1.086
S (0.498, 1.825, -0.431)  0.719
S (-1.965, -0.078, 0.019)  0.865
H (1.999, 0.324, 0.910)  0.142
H (-2.878, 0.909, 0.190)  -0.095

- energy above the lowest of the compared OMol25 structures with the same formula, charge and spin (kcal/mol) = 50.1
- multiplicity = 1
- LUMO (eV) = -1.887
- SMILES string = O=C(O)C(=S)S
- orbital gap (eV) = 7.77
- M (g/mol) = 122.17



Molecular formula: C2H2O2S2
Method: DFT, ωB97M-V/def2-TZVPD

Each line ends with the Löwdin charge.
Positions of all 8 atoms, in Å:
O (1.611, 0.464, 1.075)  -0.018
C (0.724, -0.226, 0.331)  -0.341
O (0.537, -1.885, 0.441)  -0.138
C (-0.356, 0.375, -0.493)  -1.130
S (-0.829, -0.510, -1.776)  0.763
S (-1.191, 1.743, 0.303)  0.774
H (1.491, -2.002, 0.947)  0.155
H (-1.989, 2.041, -0.828)  -0.065

- energy above the lowest of the compared OMol25 structures with the same formula, charge and spin (kcal/mol) = 65.5
- multiplicity = 1
- LUMO (eV) = -1.882
- SMILES string = O=C(O)C(=S)S
- orbital gap (eV) = 7.64
- M (g/mol) = 122.17



Molecular formula: C2H2O3
Method: DFT, ωB97M-V/def2-TZVPD

Each line ends with the Löwdin charge.
Positions of all 7 atoms, in Å:
C (0.641, -0.113, 0.535)  -0.084
C (-0.374, -0.179, -0.299)  -0.418
O (1.362, -1.120, -0.162)  -0.041
O (0.366, -1.026, -1.149)  0.036
O (-1.513, 0.431, -0.686)  0.086
H (1.021, 0.686, 1.969)  0.259
H (-1.504, 1.320, -0.208)  0.162

- energy above the lowest of the compared OMol25 structures with the same formula, charge and spin (kcal/mol) = 177.4
- multiplicity = 1
- LUMO (eV) = -0.018
- orbital gap (eV) = 9.11
- M (g/mol) = 74.03



Molecular formula: C2H2O3
Method: DFT, ωB97M-V/def2-TZVPD

Each line ends with the Löwdin charge.
Positions of all 7 atoms, in Å:
O (-1.156, 0.236, 1.169)  0.061
C (-0.222, 0.098, 0.152)  -0.395
C (0.981, 0.391, -0.214)  -0.051
O (0.824, -0.277, -1.456)  0.011
O (-0.554, -0.589, -1.019)  0.057
H (-1.735, -0.616, 1.008)  0.176
H (1.863, 0.757, 0.360)  0.140

- energy above the lowest of the compared OMol25 structures with the same formula, charge and spin (kcal/mol) = 117.2
- multiplicity = 1
- LUMO (eV) = 0.429
- SMILES string = Oc1coo1
- orbital gap (eV) = 9.61
- M (g/mol) = 74.03



Molecular formula: C2H2O3Pr
Method: DFT, ωB97M-V/def2-TZVPD

Each line ends with the Löwdin spin population.
Positions of all 8 atoms, in Å:
H (-0.915, 0.370, 1.465)  0.000
O (-1.134, -1.373, 0.175)  -0.001
O (0.028, -1.523, -0.670)  0.001
C (-0.669, -0.042, 0.483)  0.000
C (0.509, -0.272, -0.400)  -0.009
Pr (3.188, -0.075, 0.079)  3.011
O (-0.665, 1.051, -0.767)  -0.002
H (-0.342, 1.864, -0.364)  0.000

- energy above the lowest of the compared OMol25 structures with the same formula, charge and spin (kcal/mol) = 162.5
- multiplicity = 4
- LUMO (spin up / spin down) (eV) = -9.700 / -9.629
- net charge = +2
- orbital gap (spin up / spin down) (eV) = 7.78 / 9.24
- M (g/mol) = 214.94



Molecular formula: C2H2O3S
Method: DFT, ωB97M-V/def2-TZVPD

Each line ends with the Löwdin charge.
Positions of all 8 atoms, in Å:
C (1.125, 0.209, 0.427)  -0.291
C (0.609, -0.947, 0.633)  0.031
O (-0.466, 0.171, -1.852)  -0.425
O (1.156, 1.367, 0.183)  0.070
O (-2.064, 0.793, -0.051)  -0.426
S (-1.145, 1.212, -1.109)  0.906
H (0.947, -1.893, 0.403)  0.052
H (-0.161, -0.911, 1.367)  0.083

- energy above the lowest of the compared OMol25 structures with the same formula, charge and spin (kcal/mol) = 54.4
- multiplicity = 1
- LUMO (eV) = -0.827
- orbital gap (eV) = 9.03
- M (g/mol) = 106.10



Molecular formula: C2H2O3S
Method: DFT, ωB97M-V/def2-TZVPD

Each line ends with the Löwdin charge.
Positions of all 8 atoms, in Å:
O (1.409, 0.536, -0.163)  0.113
C (0.517, -0.265, -0.038)  -0.486
O (0.662, -1.588, 0.076)  0.119
C (-0.960, 0.295, -0.034)  -0.827
O (-0.923, 1.589, 0.091)  0.054
S (-2.279, -0.613, -0.072)  0.805
H (1.593, -1.822, 0.087)  0.131
H (-0.019, 1.868, 0.053)  0.092

- energy above the lowest of the compared OMol25 structures with the same formula, charge and spin (kcal/mol) = 12.5
- multiplicity = 1
- LUMO (eV) = -0.604
- SMILES string = O=C(O)C(O)=S
- orbital gap (eV) = 8.60
- M (g/mol) = 106.10



Molecular formula: C2H2O3Tm
Method: DFT, ωB97M-V/def2-TZVPD

Each line ends with the Löwdin spin population.
Positions of all 8 atoms, in Å:
H (1.475, 0.235, -1.531)  0.003
O (1.494, 0.953, 0.501)  0.100
O (0.294, 0.657, 1.232)  0.109
C (0.864, 0.474, -0.665)  0.265
C (-0.306, 0.372, 0.012)  0.393
Tm (-0.924, -1.625, 2.002)  1.002
O (-1.063, -0.691, -0.525)  0.116
H (-1.833, -0.377, -1.028)  0.012

- energy above the lowest of the compared OMol25 structures with the same formula, charge and spin (kcal/mol) = 0.0
- multiplicity = 3
- LUMO (spin up / spin down) (eV) = -15.787 / -18.081
- net charge = +3
- orbital gap (spin up / spin down) (eV) = 9.09 / 5.98
- M (g/mol) = 242.97



Molecular formula: C2H2O6S2
Method: DFT, ωB97M-V/def2-TZVPD

Each line ends with the Löwdin charge.
Positions of all 12 atoms, in Å:
C (-0.766, -0.169, 0.184)  0.024
C (-1.033, -1.047, 0.958)  -0.172
O (1.342, 0.719, -1.877)  -0.434
O (-2.495, -3.164, 0.804)  -0.407
O (0.932, 2.345, -0.078)  -0.435
O (3.195, 1.517, -0.494)  -0.465
O (-1.265, -2.813, 2.899)  -0.417
O (-3.166, -1.366, 2.332)  -0.406
S (1.757, 1.248, -0.581)  0.342
S (-2.072, -2.208, 1.833)  0.346
H (-0.408, 0.607, -0.431)  -0.031
H (1.587, 0.189, 0.334)  0.055

- energy above the lowest of the compared OMol25 structures with the same formula, charge and spin (kcal/mol) = 17.9
- multiplicity = 1
- LUMO (eV) = 6.062
- net charge = -2
- orbital gap (eV) = 8.75
- M (g/mol) = 186.17



Molecular formula: C2H2OP2
Method: DFT, ωB97M-V/def2-TZVPD

Each line ends with the Löwdin charge.
Positions of all 7 atoms, in Å:
C (-0.273, 0.678, -0.065)  -0.325
C (-0.194, -0.676, -0.101)  -0.480
O (0.990, 1.258, -0.077)  -0.523
P (1.295, -1.564, -0.155)  0.548
P (2.292, 0.269, -0.020)  0.609
H (-1.219, 1.156, 0.000)  0.078
H (-2.891, -1.120, 0.418)  0.092

- energy above the lowest of the compared OMol25 structures with the same formula, charge and spin (kcal/mol) = 104.9
- multiplicity = 1
- LUMO (spin up / spin down) (eV) = -0.487 / -1.309
- orbital gap (spin up / spin down) (eV) = 8.57 / 7.72
- M (g/mol) = 103.98



Molecular formula: C2H2OS
Method: DFT, ωB97M-V/def2-TZVPD

Each line ends with the Löwdin charge.
Positions of all 6 atoms, in Å:
C (-1.061, -0.406, -0.145)  -0.024
C (-0.751, 0.728, -0.019)  -0.070
H (-1.426, -1.467, -0.135)  0.068
H (-0.567, 1.717, 0.005)  -0.014
O (1.534, -0.921, 0.189)  -0.692
S (2.271, 0.349, 0.105)  0.732

- energy above the lowest of the compared OMol25 structures with the same formula, charge and spin (kcal/mol) = 74.6
- multiplicity = 1
- LUMO (spin up / spin down) (eV) = -1.462 / -1.484
- SMILES string = C#C.O=S
- orbital gap (spin up / spin down) (eV) = 7.75 / 7.73
- M (g/mol) = 74.10